A 2-piece molecular cluster, CH3IO2S overall at a distorted geometry. Source: the Open Molecules 2025 dataset; level of theory: ωB97M-V/def2-TZVPD.

Calculated values
spin multiplicity: 1
energy above the lowest of the compared OMol25 structures with the same formula, charge and spin: 132.1 kJ/mol
energy: -24114.153 eV
frontier orbital gap: 0.3238 Ha
E_HOMO: -9.7 eV

Last columns: bonded neighbours and bond lengths (Å).
CARTESIAN COORDINATES (ANGSTROEM)
1 C -2.01 -0.05 -0.18  O2 1.230, H7 1.147, H8 1.129
2 O -1.49 0.60 -1.09  C1 1.230
3 O 1.11 -1.10 0.39  S4 1.450
4 S 1.59 0.08 -0.29  O3 1.450, I5 2.453, H6 1.554
5 I 4.02 0.00 0.07  S4 2.453
6 H 1.31 1.26 0.68  S4 1.554
7 H -1.73 -1.16 -0.08  C1 1.147
8 H -2.80 0.36 0.50  C1 1.129